1.
C22H24ClN2O3S | the ωB97M-V functional and the def2-TZVPD basis

Multiplicity = 1
Structure (SMILES) = NS(=O)(=O)c1ccc(CC[NH2+]Cc2cc(Cl)ccc2OCc2ccccc2)cc1
Maximum force = 0.84 eV/Å
Charge = +1
HOMO-LUMO gap = 8.6816 eV
M = 431.965 g mol⁻¹
Highest occupied orbital energy = -0.42574 Ha
DFT total energy = -55678.1080 eV

Geometry as XYZ:
```
53
Properties=species:S:1:pos:R:3:nbo_charge:R:1
N -3.27 2.53 0.10 -1.071
S -2.60 1.28 0.97 2.300
O -1.52 1.82 1.76 -0.960
O -3.62 0.51 1.63 -0.921
C -1.84 0.28 -0.29 -0.259
C -0.98 0.87 -1.19 -0.184
C -0.23 0.07 -2.04 -0.260
C -0.34 -1.32 -1.97 -0.006
C -1.26 -1.89 -1.10 -0.199
C -2.01 -1.09 -0.25 -0.191
H -2.71 -1.51 0.45 0.257
H -1.38 -2.96 -1.07 0.227
C 0.50 -2.25 -2.82 -0.454
C 1.87 -1.72 -3.22 -0.219
N 2.68 -1.23 -2.08 -0.537
H 3.59 -0.94 -2.44 0.435
H 2.25 -0.39 -1.64 0.488
C 2.89 -2.18 -0.93 -0.241
C 1.85 -1.98 0.14 -0.124
C 1.16 -3.05 0.67 -0.205
C 0.23 -2.84 1.68 -0.058
C -0.02 -1.56 2.15 -0.182
C 0.68 -0.48 1.62 -0.291
C 1.63 -0.68 0.63 0.376
O 2.38 0.30 0.05 -0.572
C 2.52 1.59 0.67 -0.074
C 1.65 2.63 0.01 -0.096
C 0.75 3.38 0.74 -0.128
C -0.03 4.34 0.12 -0.215
C 0.09 4.55 -1.25 -0.208
C 1.00 3.81 -1.98 -0.205
C 1.78 2.86 -1.36 -0.219
H 2.51 2.30 -1.92 0.197
H 1.11 3.98 -3.04 0.222
H -0.52 5.30 -1.74 0.228
H -0.72 4.93 0.70 0.221
H 0.64 3.22 1.81 0.222
H 2.32 1.52 1.74 0.207
H 3.58 1.84 0.53 0.209
H 0.43 0.51 1.97 0.261
H -0.76 -1.39 2.91 0.250
Cl -0.64 -4.18 2.32 0.043
H 1.34 -4.05 0.31 0.233
H 2.88 -3.20 -1.30 0.234
H 3.88 -1.97 -0.51 0.242
H 1.77 -0.90 -3.93 0.227
H 2.43 -2.53 -3.71 0.231
H 0.60 -3.20 -2.29 0.227
H -0.04 -2.46 -3.75 0.259
H 0.42 0.54 -2.76 0.210
H -0.90 1.94 -1.22 0.247
H -3.03 3.43 0.48 0.412
H -4.26 2.43 -0.02 0.413
```

---

2.
C24H58BFN7O8 | the ωB97M-V functional and the def2-TZVPD basis

Multiplicity = 1
Maximum force = 3.20 eV/Å
Charge = +1
Energy above the lowest of the compared OMol25 structures with the same formula, charge and spin = 0.00 kcal/mol
HOMO-LUMO gap = 6.7665 eV
M = 602.579 g mol⁻¹
Highest occupied orbital energy = -0.36185 Ha
DFT total energy = -56025.4394 eV

Geometry as XYZ:
```
99
Properties=species:S:1:pos:R:3:mulliken_charge:R:1
C -0.53 -0.80 3.66 -0.013
C -1.11 0.64 4.02 -0.613
C -2.60 0.51 4.06 0.422
N -3.36 0.54 5.16 -0.721
C -4.62 0.37 4.76 0.416
N -5.64 0.36 5.63 -0.395
N -4.69 0.23 3.42 -0.271
C -5.91 0.01 2.65 -0.558
C -6.72 -1.23 3.13 -0.280
F -7.91 -1.16 2.42 -0.283
N -3.42 0.35 3.01 0.571
B -2.92 0.32 1.60 0.416
O -2.04 1.30 1.19 -0.498
O -3.28 -0.68 0.74 -0.428
H -0.07 -0.76 2.66 -0.133
H -1.38 -1.50 3.58 0.361
H 0.13 -1.19 4.45 -0.028
H -0.71 0.89 5.01 0.421
H -0.77 1.40 3.31 0.363
H -5.60 -0.14 6.50 0.206
H -6.50 0.81 5.36 0.280
H -6.57 0.89 2.73 0.380
H -5.73 -0.16 1.58 0.301
H -6.92 -1.23 4.21 0.312
H -6.22 -2.17 2.87 0.298
H -2.44 2.17 1.32 0.319
H -3.63 -0.24 -0.06 0.310
C -0.63 0.31 -3.71 -0.496
O 0.38 -0.68 -3.64 -0.331
C 1.70 -0.18 -3.85 -0.777
C 2.49 -0.15 -2.55 -0.168
N 1.99 0.89 -1.65 -0.273
C 2.49 0.79 -0.28 -0.944
C 2.22 -0.50 0.51 -0.131
O 0.86 -0.71 0.86 -0.472
C 0.05 -1.24 -0.18 -0.463
H -1.59 -0.20 -3.79 0.190
H -0.65 0.93 -2.81 0.258
H -0.51 0.95 -4.59 0.190
H 1.69 0.79 -4.35 0.330
H 2.19 -0.89 -4.52 0.421
H 3.54 0.05 -2.78 0.401
H 2.42 -1.15 -2.11 0.170
H 0.98 0.84 -1.62 0.036
H 2.03 1.61 0.28 0.348
H 3.57 0.97 -0.29 0.463
H 2.76 -0.41 1.45 0.085
H 2.63 -1.39 0.02 0.363
H 0.59 -1.94 -0.81 0.342
H -0.38 -0.43 -0.78 -0.016
H -0.79 -1.77 0.29 0.308
C -0.79 0.01 -7.22 -0.729
O -1.11 1.38 -7.11 -0.321
C -0.04 2.26 -7.47 -0.752
C -0.30 2.93 -8.81 -0.222
N -0.20 1.99 -9.91 -0.326
C -0.73 2.48 -11.18 -0.707
C -2.20 2.92 -11.25 -0.462
O -3.14 1.87 -11.14 -0.430
C -3.39 1.42 -9.82 -0.471
H -1.56 -0.56 -6.69 0.209
H -0.78 -0.32 -8.26 0.348
H 0.18 -0.22 -6.76 0.317
H 0.93 1.75 -7.45 0.366
H -0.01 3.04 -6.70 0.362
H 0.44 3.73 -8.95 0.406
H -1.29 3.39 -8.75 0.165
H -0.71 1.14 -9.67 0.082
H -0.60 1.67 -11.91 0.373
H -0.10 3.31 -11.52 0.395
H -2.35 3.35 -12.25 0.352
H -2.43 3.72 -10.54 0.341
H -3.36 2.24 -9.10 0.254
H -2.69 0.63 -9.54 0.124
H -4.39 0.98 -9.80 0.328
C 4.85 -3.53 9.28 -0.690
O 4.52 -2.15 9.37 -0.335
C 5.55 -1.27 8.94 -0.812
C 5.22 -0.63 7.60 -0.127
N 5.28 -1.61 6.51 -0.286
C 4.68 -1.15 5.26 -0.954
C 3.21 -0.74 5.25 -0.178
O 2.29 -1.80 5.44 -0.384
C 2.11 -2.22 6.78 -0.652
H 4.11 -4.08 9.85 0.231
H 4.81 -3.88 8.24 0.287
H 5.84 -3.73 9.70 0.334
H 6.53 -1.76 8.92 0.404
H 5.60 -0.47 9.68 0.399
H 5.93 0.17 7.40 0.369
H 4.22 -0.19 7.69 0.130
H 4.80 -2.45 6.80 0.093
H 4.79 -1.98 4.54 0.400
H 5.28 -0.32 4.87 0.406
H 2.99 -0.34 4.26 0.175
H 3.00 0.08 5.95 0.362
H 2.17 -1.38 7.48 0.362
H 2.84 -2.98 7.05 0.145
H 1.12 -2.67 6.87 0.328
```

---

3.
C49H38MoN4O5PS2 | the ωB97M-V functional and the def2-TZVPD basis

Multiplicity = 1
Maximum force = 1.52 eV/Å
Charge = -1
Energy above the lowest of the compared OMol25 structures with the same formula, charge and spin = 0.00 kcal/mol
HOMO-LUMO gap (spin up / spin down) = 6.8544 / 6.6902 eV
M = 953.914 g mol⁻¹
Highest occupied orbital energy (spin up / spin down) = -0.16064 / -0.15332 Ha
DFT total energy = -100446.9582 eV

Geometry as XYZ:
```
100
Properties=species:S:1:pos:R:3:mulliken_charge:R:1
Mo 0.14 -0.63 0.77 -0.958
C 3.52 -3.38 2.06 -1.835
C 2.17 -2.77 1.84 0.522
N 2.05 -1.68 1.15 1.448
N 3.25 -1.21 0.65 -1.300
C 3.20 -0.08 0.04 0.345
S 1.87 0.95 -0.24 -0.331
S 4.72 0.52 -0.67 -0.181
C 5.56 -1.04 -1.05 -0.774
C 5.11 -1.64 -2.35 0.396
C 3.86 -2.24 -2.47 0.205
C 3.44 -2.76 -3.69 -0.805
C 4.27 -2.70 -4.80 -0.476
C 5.52 -2.11 -4.69 -0.635
C 5.93 -1.58 -3.47 -0.580
C 0.99 -3.44 2.38 0.714
C 1.10 -4.23 3.53 -0.879
C 0.03 -4.96 4.01 -0.957
C -1.17 -4.94 3.30 -0.493
C -1.30 -4.17 2.16 -0.392
C -0.24 -3.36 1.71 0.423
O -0.43 -2.59 0.66 -0.471
H 4.05 -3.44 1.12 0.233
H 3.43 -4.37 2.50 0.595
H 4.11 -2.73 2.72 0.298
H 5.39 -1.72 -0.20 0.081
H 6.62 -0.81 -1.08 0.532
H 3.19 -2.28 -1.61 0.501
H 2.46 -3.21 -3.76 0.526
H 3.94 -3.11 -5.75 0.410
H 6.17 -2.05 -5.55 0.363
H 6.91 -1.11 -3.39 0.333
H 2.04 -4.25 4.07 0.478
H 0.12 -5.54 4.92 0.381
H -2.02 -5.52 3.65 0.400
H -2.23 -4.12 1.61 0.454
O -3.25 -0.57 -3.67 -0.733
C -2.03 -0.72 -4.21 0.730
C -1.94 -0.76 -5.61 -0.757
C -0.71 -0.90 -6.22 -0.409
C 0.46 -0.99 -5.46 -1.007
C 0.36 -0.95 -4.08 -0.555
C -0.87 -0.83 -3.44 0.117
C -0.90 -0.79 -1.96 0.639
O 0.21 -0.97 -1.34 -0.285
N -2.05 -0.56 -1.37 -1.333
N -1.92 -0.57 0.00 1.870
C -3.01 -0.72 0.66 -1.366
C -3.13 -0.84 2.09 0.864
C -4.44 -0.91 2.59 -0.703
C -4.71 -1.02 3.94 -0.937
C -3.63 -1.07 4.83 -0.553
C -2.34 -1.01 4.37 -0.716
C -2.03 -0.90 2.99 0.448
O -0.78 -0.85 2.66 0.317
H -3.12 -0.50 -2.69 0.600
H -2.85 -0.68 -6.18 0.445
H -0.65 -0.92 -7.30 0.385
H 1.42 -1.08 -5.94 0.473
H 1.25 -1.00 -3.47 0.546
H -3.93 -0.76 0.08 0.121
H -5.26 -0.87 1.88 0.384
H -5.73 -1.07 4.30 0.392
H -3.81 -1.17 5.89 0.404
H -1.49 -1.06 5.05 0.468
O 1.90 0.23 3.02 -0.807
C 1.05 0.70 2.31 0.769
C 0.62 2.14 2.66 0.014
C 1.17 2.68 3.82 -0.700
C 0.84 3.95 4.24 -0.719
C -0.06 4.72 3.50 -0.718
C -0.61 4.19 2.35 -0.702
C -0.27 2.91 1.92 0.247
P -1.00 2.19 0.42 3.031
C -2.69 2.85 0.51 0.277
C -3.48 2.41 1.57 -0.654
C -4.79 2.86 1.70 -0.737
C -5.32 3.75 0.77 -0.657
C -4.54 4.18 -0.29 -0.601
C -3.23 3.73 -0.42 -0.521
C -0.27 3.11 -0.97 -0.034
C 0.61 4.18 -0.84 -0.563
C 1.17 4.77 -1.96 -0.695
C 0.86 4.29 -3.23 -0.562
C -0.01 3.22 -3.37 -0.794
C -0.56 2.63 -2.25 -0.560
H 1.87 2.07 4.38 0.509
H 1.28 4.35 5.15 0.395
H -0.33 5.71 3.83 0.431
H -1.33 4.78 1.78 0.514
H -3.08 1.73 2.31 0.599
H -5.38 2.52 2.54 0.470
H -6.34 4.09 0.87 0.358
H -4.94 4.87 -1.02 0.429
H -2.62 4.07 -1.25 0.349
H 0.88 4.55 0.15 0.331
H 1.87 5.59 -1.85 0.375
H 1.32 4.74 -4.10 0.359
H -0.24 2.82 -4.35 0.472
H -1.22 1.78 -2.36 0.675
```

---

4.
C39H53BN8O3SSc | the ωB97M-V functional and the def2-TZVPD basis

Multiplicity = 1
Maximum force = 2.50 eV/Å
Charge = +1
Energy above the lowest of the compared OMol25 structures with the same formula, charge and spin = 0.00 kcal/mol
HOMO-LUMO gap = 7.9359 eV
M = 769.741 g mol⁻¹
Highest occupied orbital energy = -0.38593 Ha
DFT total energy = -91581.6464 eV

Geometry as XYZ:
```
106
Properties=species:S:1:pos:R:3:mulliken_charge:R:1
Sc 0.13 0.08 0.34 -0.311
C -1.37 -2.48 -2.10 -0.713
C -0.39 -1.50 -2.61 0.354
C 0.04 -1.35 -3.94 -1.737
C 0.92 -0.26 -3.93 0.977
C 1.69 0.27 -5.07 -1.367
N 0.98 0.21 -2.67 0.604
N 0.20 -0.56 -1.83 0.987
B 1.77 1.43 -2.16 -1.211
N 0.83 2.45 -1.49 0.069
N 0.07 2.13 -0.38 2.262
C -0.64 3.23 -0.06 -0.100
C -1.59 3.27 1.08 -1.247
C -0.35 4.26 -0.96 -1.442
C 0.59 3.72 -1.85 0.951
C 1.21 4.44 -2.99 -1.320
N 2.82 0.95 -1.15 -0.061
N 2.49 0.42 0.10 1.036
C 3.66 0.25 0.74 0.602
C 3.88 -0.23 2.12 -1.041
C 4.73 0.63 -0.09 -1.538
C 4.15 1.06 -1.27 0.807
C 4.88 1.57 -2.46 -1.338
H -1.95 -2.89 -2.96 0.433
H -2.05 -1.99 -1.39 -0.231
H -0.86 -3.33 -1.58 0.263
H -0.26 -1.95 -4.80 0.467
H 1.29 -0.17 -6.01 0.398
H 2.77 -0.03 -4.99 0.199
H 1.63 1.38 -5.13 0.222
H 2.34 1.99 -3.11 -0.061
H -1.74 2.26 1.51 -0.161
H -2.57 3.70 0.77 0.494
H -1.19 3.93 1.89 0.219
H -0.77 5.28 -0.96 0.470
H 0.84 5.49 -3.00 0.427
H 0.95 3.94 -3.96 0.167
H 2.33 4.45 -2.89 0.210
H 3.15 0.22 2.85 0.071
H 4.92 0.04 2.42 0.463
H 3.77 -1.33 2.18 -0.137
H 5.79 0.59 0.17 0.464
H 5.97 1.50 -2.26 0.376
H 4.62 2.63 -2.68 0.213
H 4.65 0.96 -3.37 0.198
C -0.29 -5.24 4.46 -1.035
C 0.77 -5.13 3.37 -0.543
N 1.26 -3.76 3.27 0.249
C 2.47 -3.44 4.00 -0.698
C 3.71 -3.85 3.22 -1.076
C 0.55 -2.85 2.59 0.143
S 1.04 -1.22 2.58 -0.328
N -0.57 -3.29 2.00 -0.142
C -1.35 -2.57 1.25 -0.144
O -1.13 -1.37 0.83 -0.903
C -2.59 -3.26 0.85 0.339
C -2.61 -4.66 0.81 -0.330
C -3.76 -5.33 0.44 -0.759
C -4.90 -4.61 0.11 -0.438
C -4.89 -3.23 0.13 -0.753
C -3.74 -2.55 0.50 0.157
H -0.67 -6.27 4.51 0.368
H -1.13 -4.56 4.26 0.223
H 0.13 -4.98 5.45 0.342
H 0.35 -5.41 2.39 0.312
H 1.64 -5.76 3.59 0.383
H 2.41 -3.96 4.97 0.356
H 2.48 -2.35 4.21 0.402
H 3.75 -4.96 3.10 0.402
H 4.61 -3.52 3.76 0.367
H 3.71 -3.39 2.21 0.188
H -1.70 -5.21 1.09 0.327
H -3.76 -6.42 0.40 0.418
H -5.82 -5.15 -0.17 0.374
H -5.79 -2.65 -0.12 0.406
H -3.72 -1.45 0.52 0.348
C 0.59 3.04 4.33 -0.539
C 1.87 3.42 3.61 -0.721
C 1.67 2.82 2.22 -0.329
O 0.69 1.76 2.35 1.006
C 0.31 1.67 3.74 -0.622
H -0.24 3.75 4.08 0.221
H 0.68 3.02 5.43 0.442
H 2.75 2.96 4.11 0.307
H 2.05 4.52 3.56 0.368
H 2.60 2.40 1.80 -0.029
H 1.29 3.58 1.51 0.199
H 0.94 0.90 4.22 0.306
H -0.75 1.36 3.81 0.216
C -4.40 1.39 -0.26 -2.176
C -3.17 1.33 -1.11 0.861
O -2.14 0.74 -0.69 0.871
C -3.21 1.96 -2.43 0.390
C -2.11 1.81 -3.29 0.647
C -2.11 2.37 -4.55 -0.688
C -3.22 3.08 -5.00 -0.623
C -4.31 3.25 -4.16 -0.813
C -4.32 2.71 -2.88 -0.684
H -4.21 0.87 0.69 0.342
H -5.27 0.92 -0.79 0.444
H -4.70 2.45 -0.06 0.441
H -1.25 1.24 -2.94 0.221
H -1.24 2.25 -5.20 0.413
H -3.24 3.50 -6.01 0.398
H -5.19 3.81 -4.50 0.392
H -5.18 2.86 -2.23 0.398
```

---

The lowest charge belongs to which entry? C49H38MoN4O5PS2

---

Which of these has the lowest maximum force? C22H24ClN2O3S

---

Which formula does entry 3 have? C49H38MoN4O5PS2

---

Please write out number 1 again, unchanged.
C22H24ClN2O3S | the ωB97M-V functional and the def2-TZVPD basis

Multiplicity = 1
Structure (SMILES) = NS(=O)(=O)c1ccc(CC[NH2+]Cc2cc(Cl)ccc2OCc2ccccc2)cc1
Maximum force = 0.84 eV/Å
Charge = +1
HOMO-LUMO gap = 8.6816 eV
M = 431.965 g mol⁻¹
Highest occupied orbital energy = -0.42574 Ha
DFT total energy = -55678.1080 eV

Geometry as XYZ:
```
53
Properties=species:S:1:pos:R:3:nbo_charge:R:1
N -3.27 2.53 0.10 -1.071
S -2.60 1.28 0.97 2.300
O -1.52 1.82 1.76 -0.960
O -3.62 0.51 1.63 -0.921
C -1.84 0.28 -0.29 -0.259
C -0.98 0.87 -1.19 -0.184
C -0.23 0.07 -2.04 -0.260
C -0.34 -1.32 -1.97 -0.006
C -1.26 -1.89 -1.10 -0.199
C -2.01 -1.09 -0.25 -0.191
H -2.71 -1.51 0.45 0.257
H -1.38 -2.96 -1.07 0.227
C 0.50 -2.25 -2.82 -0.454
C 1.87 -1.72 -3.22 -0.219
N 2.68 -1.23 -2.08 -0.537
H 3.59 -0.94 -2.44 0.435
H 2.25 -0.39 -1.64 0.488
C 2.89 -2.18 -0.93 -0.241
C 1.85 -1.98 0.14 -0.124
C 1.16 -3.05 0.67 -0.205
C 0.23 -2.84 1.68 -0.058
C -0.02 -1.56 2.15 -0.182
C 0.68 -0.48 1.62 -0.291
C 1.63 -0.68 0.63 0.376
O 2.38 0.30 0.05 -0.572
C 2.52 1.59 0.67 -0.074
C 1.65 2.63 0.01 -0.096
C 0.75 3.38 0.74 -0.128
C -0.03 4.34 0.12 -0.215
C 0.09 4.55 -1.25 -0.208
C 1.00 3.81 -1.98 -0.205
C 1.78 2.86 -1.36 -0.219
H 2.51 2.30 -1.92 0.197
H 1.11 3.98 -3.04 0.222
H -0.52 5.30 -1.74 0.228
H -0.72 4.93 0.70 0.221
H 0.64 3.22 1.81 0.222
H 2.32 1.52 1.74 0.207
H 3.58 1.84 0.53 0.209
H 0.43 0.51 1.97 0.261
H -0.76 -1.39 2.91 0.250
Cl -0.64 -4.18 2.32 0.043
H 1.34 -4.05 0.31 0.233
H 2.88 -3.20 -1.30 0.234
H 3.88 -1.97 -0.51 0.242
H 1.77 -0.90 -3.93 0.227
H 2.43 -2.53 -3.71 0.231
H 0.60 -3.20 -2.29 0.227
H -0.04 -2.46 -3.75 0.259
H 0.42 0.54 -2.76 0.210
H -0.90 1.94 -1.22 0.247
H -3.03 3.43 0.48 0.412
H -4.26 2.43 -0.02 0.413
```